Density functional theory data (ωB97M-V/def2-TZVPD) for a cluster of 2 separate species, C4H15N2O2 in total in a non-equilibrium geometry.

Each line ends with the Löwdin charge.
Positions of all 23 atoms, in Å:
N1 1.059 -0.648 -1.048  0.185
C1 0.133 -1.804 -0.859  -0.111
C2 -1.145 -1.312 -0.126  -0.205
N2 -1.661 -0.076 -0.702  -0.065
C3 -1.534 1.283 -0.037  -0.129
C4 -0.469 1.244 1.040  -0.199
O1 0.712 1.921 0.554  -0.095
H1 0.476 0.189 -0.972  0.114
H2 1.515 -0.712 -1.952  0.172
H3 1.820 -0.659 -0.350  0.074
H4 -0.143 -2.303 -1.781  0.128
H5 0.554 -2.532 -0.167  0.130
H6 -1.890 -2.083 -0.302  0.130
H7 -0.896 -1.224 0.916  0.099
H8 -2.571 -0.257 -1.078  0.109
H9 -1.118 1.846 -0.841  0.103
H10 -2.517 1.680 0.206  0.125
H11 -0.116 0.241 1.239  0.084
H12 -0.780 1.657 1.991  0.135
H13 0.707 2.813 0.920  0.120
H14 2.132 0.876 0.918  0.043
H15 3.156 -0.149 1.589  0.088
O2 2.576 0.008 0.842  -0.035

Computed properties:
- HOMO-LUMO gap (eV) = 10.2
- largest force on an atom (eV/A) = 2.15
- charge = +1
- energy relative to the best compared isomer or geometry (same formula, charge and spin) (eV) = 1.635
- E (a.u.) = -421.13337
- LUMO energy (eV) = -2.7